Record 1
Below is C22H39Cl5KN5OSi as an isolated structure, with properties calculated with wB97M-V/def2-TZVPD.

Structure (XYZ):
```
74
C22H39Cl5KN5OSi wB97M-V/def2-TZVPD
C 2.94676 -0.77662 -0.69861
Si 4.33043 -0.55891 0.63853
C 4.41064 -2.27638 1.58883
C 3.94744 0.76442 1.98350
C 3.76184 2.29436 1.42481
C 2.61436 2.48005 0.26883
C 1.09218 2.03223 0.74613
C 0.09412 2.28677 -0.54583
C -1.50080 2.09073 -0.21811
C -2.12851 0.98133 -1.25220
C -3.46009 0.18215 -0.63773
N -2.93731 -1.19999 -0.21700
N -1.98062 -1.11732 0.79758
C -1.58506 -2.59186 1.00026
N -2.38127 -3.50352 0.07426
C -3.26855 -2.58061 -0.73934
N -4.18805 -2.82069 -1.73086
C 6.05328 -0.36643 -0.21976
C 7.46838 -0.67776 0.59176
C 8.95616 -0.55458 -0.11821
C 9.04625 -0.09333 -1.71374
C 7.65971 0.20946 -2.59159
C 6.20228 0.08371 -1.81684
H 1.88185 -0.50922 -0.29351
H 2.91516 -1.84701 -1.17130
H 3.19670 -0.00628 -1.56006
H 3.38220 -2.39455 2.14606
H 4.54064 -3.18222 0.85628
H 5.32094 -2.22464 2.35946
H 4.89517 0.78931 2.70796
H 3.01708 0.45844 2.63368
H 3.40040 2.94570 2.35772
H 4.76890 2.76625 1.04653
H 2.54108 3.65343 0.06142
H 2.92563 2.01233 -0.78174
H 1.09534 0.93016 1.14315
H 0.77521 2.75740 1.62572
H 0.41934 1.61154 -1.47346
H 0.23826 3.41757 -0.88365
H -1.73558 1.87502 0.91556
H -2.05425 3.11905 -0.46409
H -2.44899 1.40433 -2.29653
H -1.26064 0.19572 -1.47071
H -3.96983 0.75580 0.24726
H -4.26929 0.06788 -1.50791
H -1.60589 -0.28538 1.30996
H -0.75931 -2.88142 1.77853
H -4.09977 -2.47839 -2.72972
H -5.02943 -3.41861 -1.49784
H 7.39130 -1.02026 1.72371
H 9.98321 -0.77365 0.43219
H 10.08428 0.03539 -2.27183
H 7.79109 0.50145 -3.72023
H 5.21811 0.30881 -2.42528
Cl 2.57057 -0.19668 3.86519
C -6.51568 1.85055 -2.66098
O -5.55427 1.31629 -2.12266
N -7.80077 1.35154 -2.68121
C -8.88459 2.04754 -3.34202
C -8.07746 0.09208 -2.02157
H -6.41777 2.81180 -3.19160
H -9.65998 2.27498 -2.60493
H -9.29658 1.40059 -4.12185
H -8.53594 2.97925 -3.79561
H -7.81910 0.18070 -0.96198
H -7.45747 -0.68931 -2.47130
H -9.13358 -0.17253 -2.12202
K -4.15998 -2.55553 1.48419
C -1.81085 -2.60777 6.15057
Cl -2.10237 -3.17399 4.49708
Cl -0.07413 -2.57585 6.49999
Cl -2.52389 -1.00405 6.39371
H -2.28867 -3.30568 6.84286
Cl 1.84002 -2.89511 0.95218
```

## Properties
LUMO = -2.50 eV
E = -4400.2977 Ha
strongest force on any atom = 6.96 eV Å⁻¹



Record 2
Below is C7H10MnN2O3 as an isolated structure, with properties calculated with wB97M-V/def2-TZVPD.

Structure (XYZ):
```
23
C7H10MnN2O3 wB97M-V/def2-TZVPD
C 0.17463 -1.57538 1.21783
C -0.38756 -1.71790 -0.06597
C -1.40912 -0.71224 -0.22315
C -1.67060 -0.16136 1.00793
C -0.57965 -0.50187 2.00336
Mn 0.77472 0.11828 0.07212
N -0.09177 0.86293 2.11563
C 2.29045 -0.23777 -1.30053
C 1.04026 -0.49684 -1.94954
H -1.99415 -0.55468 -1.12426
H -0.09141 -2.41453 -0.82960
H -2.46508 0.53378 1.25472
H -0.86521 -0.85885 3.00572
H 0.77048 -2.34992 1.67608
H 0.77922 -1.51444 -2.23093
H 2.81742 0.72929 -1.40208
H 0.77377 1.03858 2.63759
H 0.47419 0.20475 -2.57557
H 2.94531 -1.06677 -1.04356
O -0.56409 3.79374 -1.03262
N -0.84959 2.70585 -0.54119
O -1.84496 2.49942 0.16847
O -0.02729 1.67595 -0.84044
```

## Properties
LUMO (spin up / spin down) = 3.36 / 3.37 eV
multiplicity = 5
E = -1758.7292 Ha
<S²> = 6.311
strongest force on any atom = 3.52 eV Å⁻¹
total charge = -1



Record 3
Below is C18H31AgN2O4Si as an isolated structure, with properties calculated with wB97M-V/def2-TZVPD.

Structure (XYZ):
```
57
C18H31AgN2O4Si wB97M-V/def2-TZVPD
Ag -13.84365 -6.81109 -9.07130
C -15.87905 -11.21708 -6.33160
C -16.30736 -11.66491 -7.73430
C -15.56470 -12.94518 -8.14089
C -17.75966 -11.78816 -8.05720
O -15.74282 -10.62127 -8.61552
Si -16.12918 -9.40048 -9.62966
O -15.45019 -8.02814 -9.13551
O -15.75213 -9.88783 -11.17491
C -14.56928 -10.05398 -11.99731
C -15.08186 -10.85753 -13.22581
C -13.46685 -10.74812 -11.16943
C -14.16103 -8.65387 -12.45121
O -17.75753 -9.17092 -9.70155
C -18.43984 -8.30736 -10.63646
C -17.62308 -6.99833 -10.82703
C -19.77223 -8.03348 -9.97968
C -18.72327 -9.14215 -11.83461
H -15.87120 -12.10606 -5.66889
H -16.60289 -10.47954 -5.90859
H -14.87764 -10.79159 -6.41637
H -15.87363 -13.94659 -7.62409
H -14.50012 -12.80366 -7.89055
H -15.65480 -13.06032 -9.21833
H -18.24874 -12.63842 -7.52151
H -17.90526 -11.92724 -9.12037
H -18.27831 -10.85483 -7.78649
H -15.81947 -11.66203 -12.96488
H -14.27098 -11.34041 -13.74886
H -15.65474 -10.23725 -13.96022
H -13.82734 -11.57336 -10.54135
H -12.84634 -10.01884 -10.54065
H -12.75044 -11.11504 -11.87758
H -14.95810 -8.23114 -13.06644
H -13.30984 -8.75690 -13.11396
H -14.08251 -8.03964 -11.54439
H -17.31563 -6.58661 -9.85132
H -18.28253 -6.30029 -11.37884
H -16.77539 -7.12830 -11.49383
H -19.69390 -7.53215 -8.99819
H -20.22041 -9.01558 -9.84899
H -20.41022 -7.45369 -10.69620
H -17.80100 -9.37101 -12.31649
H -19.35186 -8.58481 -12.55949
H -19.21262 -10.09348 -11.54568
N -7.56773 -3.11648 -9.85079
C -8.58275 -3.65255 -9.59624
C -9.80494 -4.26947 -9.31148
C -10.84557 -3.97796 -10.17665
C -12.08497 -4.59380 -9.88725
N -12.23807 -5.50146 -8.87393
C -11.18123 -5.76007 -8.06861
C -9.91458 -5.24484 -8.29920
H -10.66095 -3.44154 -11.10316
H -12.93521 -4.32380 -10.47317
H -11.31388 -6.38051 -7.18287
H -9.05677 -5.53272 -7.69290
```

## Properties
relative energy (zero: lowest compared OMol25 entry of this formula, charge and spin) = 0.00 kJ/mol
LUMO = -1.62 eV
E = -1551.5419 Ha
strongest force on any atom = 4.90 eV Å⁻¹



Record 4
Below is a 2-piece molecular cluster, C9H14N3 overall, with properties calculated with wB97M-V/def2-TZVPD.

Structure (XYZ):
```
26
C9H14N3 wB97M-V/def2-TZVPD
C 3.77085 0.11148 0.40930
C 2.94199 1.07921 -0.11021
C 3.13805 -1.14992 0.73424
C 1.26565 -0.56459 -0.40706
C -2.40564 -0.49227 0.19555
C -1.36381 -0.91522 0.74235
C -2.66006 0.02898 -1.15469
C -0.56044 -1.41950 1.79283
C 0.90599 1.66503 -1.30912
N 1.94191 -1.41782 0.35965
N 1.75014 0.67019 -0.60181
N 0.18544 -0.90927 -1.12467
H 4.83513 0.22619 0.74099
H 3.12033 2.07768 -0.11769
H 3.67937 -1.87661 1.35928
H -3.24014 -0.48899 0.94314
H -3.17948 1.10004 -1.07154
H -3.51699 -0.48788 -1.75063
H -1.64746 0.07617 -1.62148
H -0.81700 -2.48959 1.84285
H -0.51577 -0.97337 2.73293
H 0.46540 -1.45627 1.34011
H 0.69440 1.51253 -2.38693
H -0.01355 1.48912 -0.80949
H 1.31802 2.73205 -1.25533
H 0.00360 -1.88638 -1.13265
```

## Properties
relative energy (zero: lowest compared OMol25 entry of this formula, charge and spin) = 405.47 kJ/mol
LUMO = -4.47 eV
E = -515.2174 Ha
strongest force on any atom = 4.14 eV Å⁻¹
total charge = +1



Record 5
Below is one molecule with the formula C2H2N2O3, with properties calculated with wB97M-V/def2-TZVPD.

Structure (XYZ):
```
9
C2H2N2O3 wB97M-V/def2-TZVPD
N -1.68160 -0.40782 -0.07688
C -0.42524 0.15334 0.03175
N -0.05799 1.47241 -0.03861
O 1.37079 1.24133 -0.02259
C 1.75305 -0.01890 0.05822
O 2.84354 -0.51537 -0.06109
O 0.58035 -0.83982 -0.06516
H -1.92283 -1.27992 0.33782
H -2.46006 0.19475 -0.16345
```

## Properties
relative energy (zero: lowest compared OMol25 entry of this formula, charge and spin) = 138.30 kJ/mol
LUMO = 0.45 eV
E = -412.5983 Ha
strongest force on any atom = 5.67 eV Å⁻¹
SMILES string = Nc1noc(=O)o1



Record 6
Below is one molecule with the formula C4H9O2P, with properties calculated with wB97M-V/def2-TZVPD.

Structure (XYZ):
```
16
C4H9O2P wB97M-V/def2-TZVPD
C -2.13622 -0.79840 -0.31897
C -1.10267 0.27132 -0.16650
O -1.40151 1.10363 0.87950
C 0.23886 -0.32957 0.12129
O 1.08546 -0.97511 -0.89338
C 1.63388 0.26524 -0.63270
P 3.28189 0.09668 0.28109
H -2.94098 -0.61759 -1.06046
H -2.54324 -0.90731 0.61913
H -1.74500 -1.74678 -0.79902
H -1.01592 0.92443 -1.09522
H -1.60686 0.56931 1.68546
H 0.45258 -0.73431 1.06672
H 1.40275 1.19574 -1.35671
H 2.78545 0.23399 1.64943
H 3.61153 1.44874 0.02036
```

## Properties
relative energy (zero: lowest compared OMol25 entry of this formula, charge and spin) = 464.57 kJ/mol
LUMO = 0.90 eV
E = -649.5149 Ha
strongest force on any atom = 5.89 eV Å⁻¹
SMILES string = C[C@@H](O)[C@H]1O[C@@H]1P